1.
The following is a DFT calculation (ωB97M-V/def2-TZVPD) of a molecular structure, C12H35N3O3Si2.

Each line ends with the Mulliken charge.
Positions of all 55 atoms, in Å:
H -1.441 -1.570 -6.712  0.436
Si 2.745 -4.061 2.033  0.525
H 1.766 3.217 2.403  0.339
H -2.196 2.163 1.873  0.430
H 3.837 -4.979 2.354  -0.161
H -3.057 -0.409 -3.475  0.252
C -1.138 -0.806 -5.995  -1.440
H 0.558 4.379 2.819  0.396
C 0.256 0.146 2.789  -1.062
H -1.963 -0.097 -5.910  0.296
C 0.199 1.238 1.717  -0.465
H 1.538 2.063 4.530  0.286
C -2.052 4.087 2.770  -1.450
H 3.202 -0.130 1.121  -0.164
H -1.688 -2.002 -4.302  0.254
N -0.290 -0.524 -3.679  0.162
H -1.692 2.124 3.556  0.252
H -0.629 0.142 3.425  0.332
H -2.592 0.151 -1.864  0.234
H -1.177 1.228 -4.332  0.388
H -0.083 -2.607 -0.929  0.104
H -1.962 4.643 1.836  0.333
H 1.068 -1.844 -2.856  0.331
H -1.292 -1.340 -0.990  0.092
C -0.669 -1.984 -1.609  -0.568
H -1.317 -2.652 -2.178  0.339
C -0.802 -1.458 -4.663  -0.296
H -0.011 2.838 4.880  0.248
H 1.138 0.239 3.422  0.213
H 1.477 3.774 4.896  0.371
H -0.505 0.918 0.941  0.210
H 1.169 1.296 1.215  0.293
H -0.029 -2.209 -4.844  0.442
C 0.797 3.316 2.897  -0.713
H 4.560 -1.630 -0.090  -0.176
H -3.104 4.077 3.058  0.438
H -0.609 1.279 -2.701  0.333
H 2.128 -1.794 -0.164  -0.006
C -1.553 2.659 2.605  -0.313
O 2.055 -4.451 0.497  -0.185
O 0.743 -6.062 1.014  -0.322
N -0.188 2.580 2.122  0.160
O 3.361 -2.486 2.098  -0.205
C 0.950 2.967 4.382  -0.976
Si 3.301 -1.538 0.675  0.501
C -2.560 0.391 -2.925  -0.952
H -1.509 4.626 3.547  0.303
H -3.154 1.298 -3.063  0.389
C 0.272 -1.177 -2.507  -0.737
N 0.754 -4.952 0.660  0.288
H -0.273 -0.283 -6.404  0.334
C -1.128 0.635 -3.415  -0.701
H 0.779 -0.421 -1.900  0.356
H 1.699 -4.171 3.065  -0.118
H 0.312 -0.836 2.309  0.352

Kohn-Sham gap   0.2820 Ha
LUMO   -0.4 eV

***

2.
The following is a DFT calculation (ωB97M-V/def2-TZVPD) of 7 unconnected molecules or ions with the total composition C12H36BF4O6.

Each line ends with the Mulliken charge.
Positions of all 59 atoms, in Å:
C 1.296 -1.864 -3.810  -0.075
H -3.668 -3.837 2.919  0.303
H -2.446 1.752 -4.220  0.355
F -0.821 -0.459 0.239  -0.597
H 1.790 4.038 1.648  0.349
H -1.778 1.244 -1.750  0.070
H 2.576 -3.620 2.276  0.239
H -2.341 -4.962 2.495  0.371
C -2.528 -4.004 2.898  -1.253
O 1.772 -1.804 -5.190  -0.550
B 0.463 -0.020 0.617  0.382
C 2.405 -1.774 -2.849  -0.587
H -0.138 -2.660 1.744  0.269
C -1.120 1.951 -2.399  0.559
H -0.770 3.297 -1.098  0.322
H -2.105 -4.145 3.983  0.216
C 4.065 -4.779 1.317  -1.243
H -4.950 2.473 2.163  0.448
C -1.951 -2.782 2.368  -0.048
O -2.931 0.937 0.989  -0.601
H 3.025 -2.580 -2.942  0.342
H -2.369 2.243 2.240  0.516
H 2.013 -0.824 -5.232  0.349
C 3.336 -3.500 1.547  -0.088
F 0.394 0.901 1.471  -0.272
F 1.088 -1.051 1.162  -0.289
H 1.504 5.562 -0.634  0.275
H -0.276 1.421 -2.135  0.041
H -2.258 -2.411 1.486  0.434
H -2.175 -2.085 3.104  0.193
H -2.333 2.812 0.663  0.044
C -2.879 2.278 1.424  0.202
H -2.060 0.617 1.008  0.293
H 4.510 -5.019 2.303  0.367
F 1.246 0.381 -0.442  -0.439
C 0.860 4.368 1.246  -0.389
C -4.250 2.875 1.521  -1.519
H 2.407 -2.328 0.357  0.362
H 1.920 -1.660 -1.880  -0.087
C -1.448 1.673 -3.848  -1.353
O -1.239 3.244 -2.047  -0.594
H -1.023 2.355 -4.549  0.387
H -1.128 0.661 -4.076  0.259
O -0.605 -3.094 2.423  -0.514
H 4.057 -2.698 1.871  0.243
H 0.535 2.474 0.972  0.229
H 4.809 -4.689 0.507  0.303
H -4.704 2.679 0.643  0.415
H 2.966 -0.859 -3.145  0.331
H 3.361 -5.678 1.193  0.263
H 1.684 6.147 1.086  0.358
O 2.918 -3.095 0.351  -0.404
H 0.316 4.589 2.110  0.412
C 1.043 5.621 0.381  -1.143
H 0.663 -0.944 -3.529  -0.174
O 0.345 3.358 0.494  -0.230
H -4.086 4.002 1.840  0.259
H 0.970 -2.848 -3.616  0.416
H 0.066 6.144 0.338  0.272

Kohn-Sham gap   0.3416 Ha
LUMO   3.0 eV
Total charge   -1

***

3.
The following is a DFT calculation (ωB97M-V/def2-TZVPD) of a molecular structure, C12H36ClGaI2N3OP3.

Each line ends with the Mulliken charge.
Positions of all 59 atoms, in Å:
H -1.789 -4.057 -0.119  0.417
C 2.251 -1.865 2.711  -1.072
C 3.218 0.270 -0.648  -0.777
Ga -0.073 1.348 -2.082  1.291
H -2.707 2.302 -4.072  0.341
H 1.718 -3.719 0.552  0.388
I -0.062 -0.984 -3.258  -0.227
C -3.155 1.510 -3.439  -1.138
P 0.008 -1.160 1.170  -0.376
H -1.100 -2.608 -0.895  0.051
H -2.826 0.526 -3.823  0.329
H 2.703 2.171 -3.901  0.335
H -2.544 4.033 -1.947  0.322
H 4.223 0.670 -0.430  0.572
H -2.035 0.767 2.738  0.385
I -0.022 3.191 -4.221  -0.102
H -2.416 3.468 -0.223  0.415
H -4.337 0.904 -0.726  0.641
N -0.347 -0.431 2.681  0.253
H 3.148 -2.718 0.271  0.473
H 0.943 0.323 4.270  0.328
C -3.333 0.443 -0.761  -0.680
C -1.770 -0.239 3.079  -1.305
P 2.343 1.520 -1.638  0.303
H 1.310 1.015 2.637  0.297
H 2.535 3.895 -1.774  0.324
C 2.047 -2.690 0.340  -1.105
H -1.410 -4.325 1.954  0.416
H -0.085 1.542 3.527  0.345
Cl -0.216 2.350 0.070  -0.486
P -2.387 1.645 -1.777  0.124
H -1.698 -3.076 3.244  0.302
N -1.016 -2.521 1.283  0.252
H -2.692 -2.505 -0.142  0.268
H 3.949 3.126 -0.957  0.475
N 1.582 -1.726 1.420  0.514
H 3.326 -0.638 -1.262  0.310
H -4.251 1.608 -3.307  0.456
H 2.670 0.020 0.273  -0.149
H 1.637 -2.130 3.572  0.349
C 2.855 3.148 -1.037  -1.229
H -2.902 0.315 0.254  -0.138
C -1.033 -3.422 2.431  -0.796
H 4.213 1.416 -3.174  0.457
H -4.004 3.275 -1.139  0.464
C -2.903 3.303 -1.201  -1.146
H -0.125 -3.694 3.014  0.299
O -0.277 -0.563 -0.176  0.240
H 2.766 0.414 -3.684  0.331
H -1.916 -0.310 4.159  0.307
H 1.686 -2.386 -0.666  0.276
C 0.507 0.635 3.299  -1.007
H -2.438 -0.987 2.644  0.476
H 2.991 -2.643 2.548  0.452
H -3.354 -0.524 -1.298  0.200
H 2.805 -0.981 3.025  0.308
H 2.370 3.348 -0.077  0.386
C -1.699 -2.968 -0.037  -0.558
C 3.115 1.369 -3.275  -1.185

Kohn-Sham gap (alpha / beta)   0.1710 / 0.1668 Ha
LUMO (alpha / beta)   -9.6 / -9.9 eV
Total charge   +2

***

4.
The following is a DFT calculation (ωB97M-V/def2-TZVPD) of a molecular structure, C12H36ClGaI2N3OP3.

Each line ends with the Mulliken charge.
Positions of all 59 atoms, in Å:
H -1.566 3.435 1.952  0.395
P -1.922 -0.899 -2.391  0.226
H 1.153 3.377 -2.771  0.374
C -0.487 3.676 -0.674  -0.951
H 0.560 -5.218 0.586  0.442
H 3.291 -0.204 0.404  0.216
Cl -1.819 -0.384 0.785  -0.300
H -1.744 -4.242 2.101  0.427
H -4.158 -1.818 -2.229  0.432
H -1.586 1.341 -1.577  -0.247
H 1.545 -4.754 2.002  0.426
N -0.336 1.692 1.784  0.694
O 0.474 -0.359 -0.412  -0.569
H -0.368 0.915 -2.797  0.226
H -2.309 1.944 2.583  0.371
H -0.560 0.547 3.561  0.341
N 2.377 1.673 0.567  0.177
H -0.141 4.116 0.277  0.205
H -2.258 -0.945 -4.816  0.423
I 0.429 -7.356 -4.348  0.005
P 0.101 -2.929 1.241  0.242
C 0.092 1.352 3.151  -1.387
H 1.544 -2.209 3.086  0.662
C -1.664 2.347 1.767  -1.307
H -2.069 -2.583 -4.129  0.438
H 2.234 2.740 2.438  0.331
H -0.031 2.231 3.821  0.339
H 0.605 -0.862 2.364  -0.488
H 1.982 -4.185 0.367  0.423
C -1.431 0.859 -2.546  -0.486
P 0.625 1.204 0.232  0.043
C -1.122 -3.440 2.505  -1.228
H -2.019 1.368 -3.317  0.651
C 1.151 -4.417 1.038  -1.231
H 4.287 1.040 1.175  0.438
H -3.955 -0.374 -1.216  0.358
C -1.708 -1.552 -4.089  -1.209
H 2.038 1.947 -2.141  0.337
C 1.464 2.848 -1.845  -1.066
H 2.113 3.544 -1.270  0.415
H 1.143 1.038 3.208  0.361
H 1.822 3.711 1.000  0.231
Ga -0.853 -2.015 -0.664  1.430
H -2.229 2.150 0.842  0.357
C 1.183 -1.765 2.152  -0.252
H -4.194 -0.197 -2.985  0.438
N 0.273 2.472 -1.071  0.307
C -3.741 -0.808 -2.196  -1.231
H -0.645 -1.552 -4.346  0.418
H -0.625 -3.784 3.419  0.440
H -1.568 3.456 -0.634  0.248
H -0.438 4.466 -1.454  0.454
I 2.589 -5.800 -4.691  -0.005
H 2.953 0.364 2.133  0.303
H 2.034 -1.495 1.521  0.054
H -1.760 -2.580 2.726  0.362
C 3.251 0.649 1.107  -0.903
C 2.480 2.912 1.375  -0.982
H 3.515 3.309 1.340  0.381

Kohn-Sham gap   0.2019 Ha
LUMO   -7.7 eV
Total charge   +2

***

no.,largest force on an atom (eV/Å),M (g/mol)
1,2.48,325.6
2,7.84,363.2
3,2.83,690.3
4,4.90,690.3